{"formula": "C2H5N3O", "method": "ωB97M-V/def2-TZVPD", "elements": ["C", "C", "H", "H", "H", "H", "H", "N", "N", "N", "O"], "positions_angstrom": [[-0.59, 0.55, -0.13], [2.82, -0.19, 0.05], [-2.91, -0.60, 0.91], [-3.29, -0.44, -0.62], [-1.21, 1.45, -0.20], [3.59, -1.06, 0.06], [3.24, 0.76, 0.19], [-2.66, -0.07, 0.05], [-1.21, -0.58, -0.12], [1.51, -0.48, -0.18], [0.70, 0.66, -0.02]], "nbo_charge": [0.36, -0.12, 0.35, 0.34, 0.20, 0.21, 0.18, -0.72, -0.34, -0.09, -0.38], "orbital_gap_ev": 9.84, "max_force_ev_per_a": 5.32, "total_charge": 0, "homo_energy_ev": -9.37, "relative_energy_ev": 5.3072}